Density functional theory data (the ωB97M-V functional and the def2-TZVPD basis) for an isolated molecule of C6H6N2OS.

## Properties
LUMO level (alpha / beta), eV: -0.35 / -0.35
Total charge: 0
Kohn-Sham gap (alpha / beta), eV: 6.40 / 6.40
HOMO level (alpha / beta), hartree: -0.248 / -0.248

Atoms and positions in Å:
C1 0.314 -1.312 -0.564
C2 -0.576 1.844 0.797
C3 0.301 1.214 -0.056
C4 -0.170 -0.122 -0.042
C5 -1.336 -2.535 0.714
C6 1.398 1.861 -0.885
N1 -0.336 -2.476 -0.146
N2 -1.317 -0.243 0.720
O1 -1.423 0.999 1.332
S1 -2.715 -3.089 1.311
H1 1.304 -1.582 -0.876
H2 -0.686 2.816 1.078
H3 1.322 1.627 -1.956
H4 2.383 1.428 -0.487
H5 1.330 2.925 -0.731
H6 0.206 -3.356 -0.210